Entry from the Open Molecules 2025 dataset: an isolated molecule of C4H4S2 (ωB97M-V/def2-TZVPD).

Last column: natural (NBO) charge in e.
Cartesian coordinates (Å):
C 0.1241 -1.8131 -0.0393  -0.488
C -1.5188 0.3297 0.1091  -0.004
C 0.8983 0.7237 -0.3084  -0.527
C -0.4064 0.9822 0.3336  -0.464
S 1.5259 -1.0145 0.0718  0.437
S -2.9942 -0.1357 -0.0792  0.155
H 0.2723 -2.8846 0.1055  0.170
H 1.6679 1.4114 0.0288  0.229
H 0.8485 0.7402 -1.3949  0.232
H -0.4175 1.6608 1.1730  0.260

Cartesian forces (eV/Å) of the 2 atoms listed first:
0.232 0.026 -0.088
-0.735 0.163 0.002

## Properties
Spin multiplicity: 1
Relative energy (zero: lowest compared OMol25 entry of this formula, charge and spin): 3.669 eV
Highest occupied orbital energy: -8.1170 eV
E_LUMO: -0.00398 hartree
Electronic energy: -25879.053 eV
Total charge: 0


Entry from the Open Molecules 2025 dataset: a structure of composition C4H5AgLiO7 at a distorted geometry (ωB97M-V/def2-TZVPD).

Last column: natural (NBO) charge in e.
Cartesian coordinates (Å):
O -3.0021 0.2913 -0.1787  -0.815
C -2.0129 -0.1502 0.4615  0.962
O -1.9717 -1.3176 0.9256  -0.811
O -0.9352 0.6400 0.5065  -0.544
C 0.3386 0.0715 0.2118  -0.076
O 2.4363 0.5748 -0.7225  -0.901
C 4.1064 -0.1588 0.2098  1.000
C 1.2349 1.1528 -0.3734  -0.052
O 4.0848 0.5958 1.2659  -0.920
O 4.9125 0.2969 -0.7081  -0.925
Ag -4.8981 -1.7958 0.3530  0.852
Li 4.1816 2.0102 -0.0967  0.935
H 0.2458 -0.7681 -0.4927  0.170
H 0.8166 -0.2741 1.1409  0.179
H 0.7564 1.5752 -1.2813  0.113
H 1.1510 2.0069 0.3305  0.095
O 4.2922 -1.5142 0.5031  -0.729
H 4.3740 -1.9671 -0.3428  0.466

Cartesian forces (eV/Å) of the 2 atoms listed first:
-1.626 0.399 0.152
-0.190 -1.701 -0.792

## Properties
Spin multiplicity: 1
Relative energy (zero: lowest compared OMol25 entry of this formula, charge and spin): 3.727 eV
Highest occupied orbital energy: -3.1927 eV
E_LUMO: -0.02322 hartree
Electronic energy: -22764.235 eV
Total charge: -1


Entry from the Open Molecules 2025 dataset: a structure of composition C4H5BF7O2Sn at a distorted geometry (ωB97M-V/def2-TZVPD).

Last column: natural (NBO) charge in e.
Cartesian coordinates (Å):
Sn -0.6336 0.5501 5.7748  1.700
B -4.8390 0.2749 2.1791  1.305
F -5.8144 0.5987 3.0927  -0.480
F -3.9399 1.3152 2.0788  -0.526
F -4.1987 -0.8201 2.6987  -0.527
F -5.3657 0.0205 0.9373  -0.473
C 0.0242 -0.3738 -2.8020  -0.634
C 0.5577 -0.4081 -1.3775  -0.086
O 1.9233 -0.1650 -1.3850  -0.472
C 2.5927 -0.1391 -0.1343  0.705
O 2.0534 -0.4005 0.9613  -0.586
C 4.1043 0.3181 -0.1468  0.914
F 4.3737 1.3466 0.6061  -0.288
F 4.8303 -0.7258 0.3575  -0.312
F 4.4070 0.6220 -1.4162  -0.294
H -0.9157 -0.8965 -2.9796  0.234
H 0.7516 -0.8378 -3.4681  0.223
H -0.2082 0.6161 -3.1946  0.219
H 0.2833 -1.3210 -0.8488  0.194
H 0.0134 0.4254 -0.9333  0.184

Cartesian forces (eV/Å) of the 2 atoms listed first:
-0.512 -0.079 -0.611
-0.576 0.196 -0.265

## Properties
Spin multiplicity: 1
Relative energy (zero: lowest compared OMol25 entry of this formula, charge and spin): 7.077 eV
Highest occupied orbital energy: -13.4121 eV
E_LUMO: -0.39648 hartree
Electronic energy: -33844.346 eV
Total charge: +1


Entry from the Open Molecules 2025 dataset: a structure of composition C4H5BeLiO3 at a distorted geometry (ωB97M-V/def2-TZVPD).

Last column: natural (NBO) charge in e.
Cartesian coordinates (Å):
Be -1.6174 -0.8176 0.1816  1.655
O 0.0153 -1.2078 -0.4369  -0.665
C 1.2220 -1.9764 -0.2080  -0.266
H 1.6694 -2.2118 -1.1777  0.257
H 1.9304 -1.3737 0.3681  0.236
H 0.8965 -2.8648 0.3366  0.249
C -1.3946 1.7408 1.2161  -0.470
C -0.8293 1.3828 0.0564  -0.096
O -1.4530 0.4840 -0.8302  -0.759
C 0.1395 0.0483 -0.8734  0.963
O 1.1718 0.5460 -1.2436  -0.606
Li 1.4640 2.4523 -0.7479  0.982
H -0.7396 2.1693 1.9747  0.270
H -2.4749 1.6285 1.3843  0.250

Cartesian forces (eV/Å) of the 2 atoms listed first:
1.421 1.903 -1.234
-3.035 0.313 0.610

## Properties
Spin multiplicity: 1
Highest occupied orbital energy (spin up / spin down): -17.6854 / -17.6859 eV
E_LUMO (spin up / spin down): -0.40250 / -0.40251 hartree
Electronic energy: -10956.037 eV
Total charge: +2


Entry from the Open Molecules 2025 dataset: a structure of composition C4H5BiO2 at a distorted geometry (ωB97M-V/def2-TZVPD).

Last column: natural (NBO) charge in e.
Cartesian coordinates (Å):
C 0.8970 -0.1666 -1.6414  -0.266
C 0.1825 -0.1052 -0.3650  0.699
C -0.6647 0.6659 0.3070  -0.468
C -0.8552 0.6101 1.7263  0.573
O -1.3638 -0.3582 2.3172  -0.739
Bi -1.8332 -1.0728 4.0796  1.894
H 1.4091 0.8038 -1.7805  0.296
H 0.1403 -0.2523 -2.4451  0.389
H -1.5177 0.9278 -0.3820  0.432
H -0.4545 1.4458 2.3210  0.254
O 1.8000 -1.2408 -1.6464  -0.600
H 2.2602 -1.2575 -2.4906  0.535

Cartesian forces (eV/Å) of the 2 atoms listed first:
3.162 -0.889 1.433
-2.166 2.761 -1.776

## Properties
Spin multiplicity: 2
Highest occupied orbital energy (spin up / spin down): -22.1538 / -22.1955 eV
E_LUMO (spin up / spin down): -0.59538 / -0.58897 hartree
Electronic energy: -14122.100 eV
Total charge: +3


Entry from the Open Molecules 2025 dataset: a structure of composition C4H5BrCl2 at a distorted geometry (ωB97M-V/def2-TZVPD).

Last column: natural (NBO) charge in e.
Cartesian coordinates (Å):
C -0.1777 1.0303 1.7938  -0.494
C -0.7830 0.1476 1.0560  -0.077
C 0.3458 0.0390 -1.6093  -0.710
C 0.3105 -0.7949 -0.3651  -0.044
Cl 1.8607 -1.1957 0.4200  -0.001
Cl -0.4044 -2.3410 -0.9079  -0.018
Br -2.5513 -0.4374 1.0729  0.124
H -0.7694 1.5582 2.5778  0.235
H 0.9688 1.0792 1.7861  0.248
H -0.5848 -0.0122 -2.2975  0.260
H 0.4655 1.1445 -1.2445  0.233
H 1.3194 -0.2176 -2.2824  0.244

Cartesian forces (eV/Å) of the 2 atoms listed first:
1.282 0.430 1.398
1.695 -2.629 -3.420

## Properties
Spin multiplicity: 1
Relative energy (zero: lowest compared OMol25 entry of this formula, charge and spin): 1.688 eV
Highest occupied orbital energy: -9.8409 eV
E_LUMO: 0.02297 hartree
Electronic energy: -99313.667 eV
Total charge: 0


Entry from the Open Molecules 2025 dataset: a cluster of 2 separate species, C4H5BrCl4 in total at a distorted geometry (ωB97M-V/def2-TZVPD).

Last column: natural (NBO) charge in e.
Cartesian coordinates (Å):
C 2.1273 -0.3704 0.0813  -0.582
C 0.7699 0.3062 -0.2633  -0.543
C -0.3675 -0.4519 0.2926  0.032
C -2.1703 0.6997 -0.1660  -0.286
Cl -0.5586 -0.7599 2.0116  0.020
Cl -0.6264 -1.9851 -0.6105  -0.035
Cl -1.8022 1.5176 -1.7240  0.028
Cl -2.2298 1.7259 1.2065  0.087
Br -3.5331 -0.5615 -0.2343  0.187
H 2.0637 -0.4619 1.2113  0.214
H 2.8736 0.0813 -0.4041  0.210
H 2.0039 -1.3239 -0.3894  0.206
H 0.7390 0.3452 -1.2806  0.237
H 0.7105 1.2386 0.2689  0.225

Cartesian forces (eV/Å) of the 2 atoms listed first:
-4.585 -1.691 2.772
0.915 -0.284 3.542

## Properties
Spin multiplicity: 3
Relative energy (zero: lowest compared OMol25 entry of this formula, charge and spin): 1.137 eV
Highest occupied orbital energy (spin up / spin down): -6.4448 / -10.5725 eV
E_LUMO (spin up / spin down): 0.01208 / -0.10091 hartree
Electronic energy: -124355.931 eV
Total charge: 0


Entry from the Open Molecules 2025 dataset: an isolated molecule of C4H5BrO at a distorted geometry (ωB97M-V/def2-TZVPD).

Last column: natural (NBO) charge in e.
Cartesian coordinates (Å):
C 2.2168 -1.1907 0.5389  -0.227
C 1.2007 -0.7725 0.0339  -0.030
C 0.0862 -0.2527 -0.8109  -0.502
C -0.8157 0.5988 0.1790  0.158
O -2.0512 0.7644 -0.2429  -0.711
Br 0.1112 2.3629 0.5895  -0.119
H 2.9522 -1.7980 1.0595  0.245
H 0.3942 0.3663 -1.6467  0.255
H -0.5984 -1.1721 -1.0088  0.251
H -0.7247 -0.0015 1.0788  0.173
H -2.7715 1.0953 0.2297  0.508

Cartesian forces (eV/Å) of the 2 atoms listed first:
-0.703 -0.639 0.281
0.898 0.213 -1.126

## Properties
SMILES: C#CC[C@H](O)Br
Spin multiplicity: 1
Relative energy (zero: lowest compared OMol25 entry of this formula, charge and spin): 1.682 eV
Highest occupied orbital energy: -9.9529 eV
E_LUMO: 0.02304 hartree
Electronic energy: -76316.317 eV
Total charge: 0


Entry from the Open Molecules 2025 dataset: an isolated molecule of C4H5BrO2 at a distorted geometry (ωB97M-V/def2-TZVPD).

Last column: natural (NBO) charge in e.
Cartesian coordinates (Å):
C 1.6556 -1.4913 0.0098  0.327
C 1.1435 -0.1290 0.1749  -0.388
C -0.5185 0.0851 0.0796  0.489
C -1.1396 1.4040 0.0485  -0.734
O 2.8397 -1.7221 -0.0753  -0.555
O -1.2799 -1.0491 0.0579  -0.677
Br 2.2312 1.3043 -0.0789  0.131
H 0.9893 -2.3672 0.0267  0.143
H -1.0626 1.9664 0.9972  0.271
H -2.2347 1.1201 -0.2624  0.219
H -0.4629 1.9181 -0.6769  0.273
H -2.1611 -1.0395 -0.3011  0.501

Cartesian forces (eV/Å) of the 2 atoms listed first:
0.265 0.312 0.504
-8.139 -1.036 -0.780

## Properties
SMILES: C/C(O)=C(\Br)C=O
Spin multiplicity: 1
Relative energy (zero: lowest compared OMol25 entry of this formula, charge and spin): 2.432 eV
Highest occupied orbital energy (spin up / spin down): -8.1062 / -8.1070 eV
E_LUMO (spin up / spin down): -0.00869 / -0.00862 hartree
Electronic energy: -78363.311 eV
Total charge: 0


Entry from the Open Molecules 2025 dataset: an isolated molecule of C4H5BrO2 at a distorted geometry (ωB97M-V/def2-TZVPD).

Last column: natural (NBO) charge in e.
Cartesian coordinates (Å):
C 0.3097 1.0760 -0.1135  0.506
C 0.2343 -1.5672 0.4777  -0.125
C 0.9585 -0.2476 0.3185  0.052
C -1.1299 1.0543 -0.3930  -0.711
O 0.9767 2.0587 -0.1702  -0.487
O 0.1436 -1.6013 -0.9046  -0.535
Br 2.8059 -0.2197 0.0595  0.200
H 0.8350 -2.3934 0.9848  0.192
H -0.7074 -1.3939 0.9440  0.170
H -1.4597 2.0872 -0.2704  0.241
H -1.4258 0.4736 0.4759  0.221
H -1.5410 0.6732 -1.4089  0.278

Cartesian forces (eV/Å) of the 2 atoms listed first:
0.404 -1.116 -0.875
1.054 -0.501 0.181

## Properties
Spin multiplicity: 1
Relative energy (zero: lowest compared OMol25 entry of this formula, charge and spin): 2.831 eV
Highest occupied orbital energy (spin up / spin down): -10.0052 / -10.0035 eV
E_LUMO (spin up / spin down): -0.05254 / -0.05252 hartree
Electronic energy: -78362.911 eV
Total charge: 0


Entry from the Open Molecules 2025 dataset: a structure of composition C4H5BrO5Pt at a distorted geometry (ωB97M-V/def2-TZVPD).

Last column: natural (NBO) charge in e.
Cartesian coordinates (Å):
Pt -0.9006 -0.9896 -1.8964  1.090
O -0.6562 2.6997 -0.1192  -0.553
C -0.6652 1.4287 -0.2569  0.829
O -0.8100 0.9226 -1.3952  -0.569
C -0.5039 0.7016 1.0545  -0.208
O -0.3691 -0.7009 0.8605  -0.336
C 0.8039 -1.2727 1.1495  0.095
C 1.8083 -1.3241 -0.4647  0.849
O 2.9338 -1.4038 -0.1588  -0.277
O 1.0486 -1.2866 -1.4477  -0.573
H -0.7908 3.2012 -0.9501  0.560
H 0.3451 1.1342 1.5895  0.270
H -1.4083 0.8770 1.6446  0.309
H 1.4823 -0.7367 1.8078  0.265
H 0.7226 -2.3507 1.2720  0.287
Br -3.0406 -0.8996 -2.6893  -0.039

Cartesian forces (eV/Å) of the 2 atoms listed first:
-0.486 -0.099 -0.515
0.039 0.030 0.295

## Properties
Spin multiplicity: 1
Highest occupied orbital energy (spin up / spin down): -17.5740 / -17.5712 eV
E_LUMO (spin up / spin down): -0.48237 / -0.48248 hartree
Electronic energy: -87731.956 eV
Total charge: +2


Entry from the Open Molecules 2025 dataset: a structure of composition C4H5CaLi2O2 at a distorted geometry (ωB97M-V/def2-TZVPD).

Last column: natural (NBO) charge in e.
Cartesian coordinates (Å):
O -1.4887 1.8111 -0.5096  -1.175
C -0.1431 1.4415 -0.4966  -0.209
C 0.4010 1.1787 0.8700  -0.339
Ca -2.9914 0.4878 0.0730  0.256
Li -1.7439 3.2770 -1.4984  0.921
H 0.6351 1.9151 -1.1262  0.173
H 0.1318 0.5012 -1.0009  0.191
H 1.3563 0.6548 0.7966  0.205
H 0.0695 1.8157 1.6961  0.166
C 1.8748 -2.2743 0.7762  -0.630
C 1.0226 -2.9598 0.1463  0.380
O -0.1145 -3.0849 -0.3757  -0.925
Li -1.7909 -2.5074 -0.7083  0.773
H 2.7813 -2.2564 1.3574  0.212

Cartesian forces (eV/Å) of the 2 atoms listed first:
0.782 1.439 -1.178
1.555 -1.926 0.822

## Properties
Spin multiplicity: 2
Relative energy (zero: lowest compared OMol25 entry of this formula, charge and spin): 0.000 eV
Highest occupied orbital energy (spin up / spin down): -5.3593 / -5.3977 eV
E_LUMO (spin up / spin down): -0.05274 / -0.05248 hartree
Electronic energy: -27167.483 eV
Total charge: 0


> Look up the total charge of the seventh one.

0